65
Properties=species:S:1:pos:R:3:forces:R:3:mulliken_charge:R:1 method="wB97M-V/def2-TZVPD" de_lowest_kj_mol=0.0 homo_ha="-0.1795 / -0.1802" homo_lumo_gap_ev="6.7 / 6.7" total_energy_ev=-119263.0905 charge=-1
C -1.8627 -4.4808 -0.6554 0.0342 -0.0043 -0.0085 -1.044
Cl -0.1652 4.3522 3.3478 0.0024 0.0016 0.0019 -0.252
H -1.4903 -4.7406 5.5221 -0.0014 -0.0024 -0.0006 0.482
Fe -0.1041 0.4892 0.1731 -0.0195 -0.0311 0.0319 -0.347
H -3.9816 0.5257 1.8647 0.0090 -0.0120 -0.0089 0.461
H -1.9607 -2.4617 4.5694 0.0049 0.0097 -0.0057 0.498
C -1.8966 -2.0917 -0.4375 0.0057 -0.0329 0.0158 0.258
C -1.2180 -3.1135 4.1295 -0.0118 -0.0126 -0.0042 -0.301
C -0.0329 -5.1723 4.0197 0.0184 0.0072 0.0113 0.067
C 0.9345 2.4460 1.7848 -0.0146 -0.0115 -0.0056 -0.584
H 2.0777 -2.9302 -1.2388 0.0100 -0.0114 0.0079 0.154
C -2.8417 1.4028 0.2952 0.0132 0.0066 -0.0103 -0.246
O -1.9284 -0.7892 2.7169 0.0522 0.0322 0.0806 -0.650
I -0.9493 2.5543 -1.7311 0.0032 0.0364 -0.0397 0.098
C -0.0237 -3.3141 -1.3695 -0.0108 0.0134 0.0048 0.684
O 0.1276 -0.9897 -1.1195 -0.0022 0.0421 0.0915 -1.005
H 0.9459 -3.1178 1.5351 -0.0120 0.0121 0.0056 0.507
O -4.9413 -3.2019 -0.6664 -0.0326 0.0735 0.0205 -0.567
H -4.0809 -4.4692 0.6647 0.0204 -0.0072 0.0064 0.455
O 1.0465 -7.2126 3.9913 0.0260 0.0232 0.0191 -0.626
H -4.8481 4.6356 0.9721 0.0005 -0.0009 0.0005 0.372
N 0.2276 -6.5152 4.5598 -0.0665 -0.0523 -0.0560 1.013
Cl 5.1799 3.7397 3.0104 0.0017 0.0007 0.0002 -0.300
O -0.2195 2.0401 1.4142 -0.0020 0.0194 -0.0473 -0.087
C 3.4273 2.1694 1.6063 0.0064 0.0038 0.0012 0.020
H -4.5698 -2.6399 -1.3530 0.0218 -0.0397 -0.0182 0.436
H 1.3730 -5.4209 2.4276 -0.0003 -0.0022 0.0032 0.459
C -4.2905 3.7283 0.7791 0.0011 0.0039 -0.0048 -0.490
C -4.5620 2.5725 1.4955 -0.0052 -0.0003 0.0046 -0.954
N -2.0542 0.2636 0.0298 -0.0035 -0.0103 0.0808 0.817
C -3.8385 1.4130 1.2620 0.0056 -0.0181 0.0104 0.067
C 0.4197 -3.4852 2.4057 0.0158 -0.0217 0.0111 -0.207
H 5.5001 1.6791 1.2503 -0.0004 0.0003 0.0020 0.402
H 4.9670 -0.1430 -0.3458 0.0002 -0.0021 0.0009 0.424
C -3.9144 -3.4546 0.3026 0.0169 -0.0294 -0.0080 -0.975
C -0.5201 -2.6610 3.0152 0.0238 0.0068 0.0099 0.315
C 4.4749 1.4361 1.0048 -0.0038 -0.0004 -0.0058 -0.725
C 1.3525 -3.3090 -1.9634 -0.0104 0.0012 -0.0179 -1.210
C 1.1846 3.4931 2.6729 0.0012 0.0076 0.0044 0.178
H 2.6119 4.6861 3.7339 -0.0012 0.0003 -0.0001 0.438
H -4.0287 -2.7763 1.1539 -0.0169 -0.0051 -0.0039 0.273
H 1.4016 -2.6453 -2.8291 0.0001 0.0065 0.0089 0.323
H -3.6973 -0.9354 -0.0091 -0.0057 -0.0025 -0.0217 0.706
C -2.5308 -3.3466 -0.2745 -0.0126 0.0109 0.0054 1.103
H -5.3262 2.5774 2.2621 -0.0001 0.0024 -0.0015 0.375
H -3.0334 4.6407 -0.7102 0.0013 0.0005 0.0006 0.385
C 0.6635 -4.7566 2.8975 -0.0037 0.0055 0.0002 -0.617
H -2.3138 -5.4570 -0.5160 -0.0012 -0.0003 0.0019 0.362
C 3.5799 3.2322 2.5248 -0.0026 -0.0029 -0.0013 0.679
C -3.2741 3.7365 -0.1680 -0.0108 -0.0045 0.0078 -0.505
H 2.5507 -0.6432 -0.8644 -0.0075 -0.0004 -0.0048 0.418
O -0.3974 -6.8676 5.5437 0.0199 0.0203 0.0193 -0.638
C -0.9709 -4.3710 4.6509 0.0031 -0.0060 0.0074 -0.557
C 2.4824 3.8710 3.0347 0.0001 0.0009 -0.0001 -0.696
O 0.0504 -0.8613 1.6303 0.0510 -0.0081 0.1072 -0.210
C -0.8418 -1.2939 2.4268 -0.1242 -0.0655 -0.1804 -0.168
C -2.5554 2.5788 -0.3925 0.0130 -0.0002 -0.0144 0.091
N -0.6328 -4.4635 -1.2096 -0.0180 0.0027 0.0152 -0.666
H 1.6235 -4.3218 -2.2534 0.0024 0.0008 0.0024 0.399
C -2.6134 -0.8780 -0.1127 -0.0138 0.0618 -0.0211 -0.517
C 2.8379 0.1413 -0.1753 0.0131 -0.0018 0.0088 -0.155
C 2.1133 1.8050 1.2546 0.0078 0.0063 0.0072 0.767
N 1.8512 0.8078 0.3715 -0.0038 -0.0046 -0.0796 0.370
C 4.1813 0.4325 0.1243 -0.0057 0.0082 0.0064 -0.930
C -0.5842 -2.0503 -0.9656 0.0183 -0.0246 -0.0551 0.369